90
Properties=species:S:1:pos:R:3:forces:R:3 method="wB97M-V/def2-TZVPD" total_charge=+4 orbital_gap_ev="5.56 / 4.93" relative_energy_kcal_mol=5.6 spin_multiplicity=3 s2=2.423
N -1.17052 -0.79967 -7.89872 -0.182 -0.208 0.178
C -1.78585 -1.71462 -7.14527 0.097 0.009 0.438
C -1.42166 -1.95696 -5.81597 -0.096 -0.372 -0.097
C -0.44934 -1.12292 -5.19556 0.488 -0.342 1.151
C 0.20626 -0.18537 -6.03816 -0.165 0.779 -0.369
C -0.17860 -0.07460 -7.37805 0.534 0.155 0.605
C -0.22076 -1.18956 -3.76154 -0.181 -0.504 -3.728
W -0.14802 0.04870 -0.96100 0.821 0.275 2.797
P -0.42451 2.59581 2.87505 -2.044 -0.038 -1.444
C 0.05965 0.02617 -3.03430 -0.400 0.109 0.066
C -1.20664 0.74673 -2.62333 0.997 -0.084 -1.178
C -0.99535 1.99641 -2.02723 0.362 1.010 -0.016
C -1.86630 2.47564 -1.03773 -0.823 0.149 -0.809
C -3.07020 1.79995 -0.74414 0.919 -0.096 0.746
C -3.11953 0.44541 -1.12542 0.203 0.081 -1.113
C -2.21991 -0.06755 -2.09787 -1.578 -0.432 -0.034
Br -4.44421 2.64772 0.24227 0.288 -0.542 -0.504
H -0.30335 -2.17017 -3.28044 -0.551 0.342 -0.002
H 0.88921 0.63868 -3.40133 -0.370 0.107 -0.285
H -1.92777 -2.73125 -5.24980 0.000 0.024 -0.038
H 1.01838 0.43782 -5.66626 -0.185 -0.127 -0.095
H -2.60128 -2.27238 -7.60860 0.278 0.096 0.085
H 0.32219 0.63654 -8.04974 -0.220 -0.388 0.316
H -0.23829 2.64010 -2.48797 -0.072 -0.038 0.667
H -2.39696 -1.01850 -2.60262 -0.241 0.071 0.642
H -1.61147 3.42769 -0.60314 -0.481 0.306 -0.107
H -3.87329 -0.22871 -0.74365 -0.269 0.218 -0.110
P 2.32337 0.08549 -0.61171 1.856 0.080 0.362
C -2.16774 3.12250 2.64394 -0.067 0.154 0.847
C -2.57249 4.31211 3.52363 -0.272 0.221 0.061
H -2.79159 2.23856 2.87292 0.294 0.428 0.015
H -2.30629 3.35089 1.57597 0.308 -0.036 0.376
H -3.65813 4.45500 3.45078 0.292 0.039 0.075
H -2.31887 4.11520 4.57371 -0.162 0.157 -0.266
H -2.08971 5.24561 3.20464 -0.093 -0.272 0.128
C 0.47272 3.33165 1.47603 0.862 -0.161 0.221
C 1.18693 4.62434 1.87544 0.315 0.393 0.175
H -0.23582 3.52617 0.66902 -0.087 -0.099 0.340
H 1.17490 2.57333 1.11579 -0.080 0.142 0.094
H 1.68789 5.06964 1.00968 -0.192 -0.068 0.111
H 0.48410 5.36029 2.28294 0.132 -0.094 -0.166
H 1.95535 4.45450 2.63630 -0.137 -0.056 -0.107
C -0.56064 0.78015 2.88266 0.402 -0.396 -0.208
C -0.11247 0.24528 4.25178 0.368 -0.190 0.523
H 0.07913 0.40542 2.06438 0.034 0.015 0.264
H -1.59030 0.45329 2.65878 0.436 0.531 -0.029
H 0.50184 -0.65867 4.13388 -0.213 0.325 0.138
H 0.49171 1.01220 4.75935 0.006 -0.520 0.067
H -0.95539 0.01811 4.92428 0.256 0.122 -0.375
C 3.01526 -0.83545 0.82130 -0.305 -0.415 0.344
C 4.52652 -1.11725 0.73678 0.145 -0.022 -0.062
H 2.45438 -1.77148 0.93420 0.151 0.231 -0.125
H 2.79057 -0.23797 1.71865 0.026 -0.043 -0.180
H 4.76871 -1.87079 -0.02852 -0.133 0.203 0.353
H 5.10262 -0.21312 0.50108 -0.082 -0.339 0.154
H 4.88740 -1.48442 1.70969 -0.143 0.079 -0.369
C 3.25756 1.66048 -0.38712 -0.332 0.115 0.102
C 3.38347 2.51874 -1.63084 0.228 0.298 -0.242
H 4.25822 1.40725 -0.00493 -0.420 -0.023 -0.174
H 2.75961 2.21559 0.41682 0.257 -0.094 -0.151
H 3.97958 2.02748 -2.40538 -0.096 0.051 0.097
H 2.41669 2.79590 -2.06769 0.065 0.009 0.090
H 3.91753 3.43830 -1.36827 -0.169 -0.087 -0.162
C 3.15007 -0.69310 -2.05000 -0.052 0.214 0.058
C 2.67836 -2.12462 -2.28683 0.185 -0.342 -0.452
H 4.24262 -0.65804 -1.85032 -0.639 0.072 -0.263
H 2.93880 -0.05901 -2.92577 0.247 -0.180 0.251
H 1.60183 -2.28173 -2.14073 0.094 0.158 0.161
H 2.89195 -2.39395 -3.32589 0.067 -0.134 0.167
H 3.20023 -2.84902 -1.65309 -0.115 0.158 -0.053
C -3.41725 -1.53603 1.87450 -0.164 0.293 0.040
N -2.46160 -2.50773 2.42321 0.853 -0.032 -0.863
C -3.06493 -3.51357 3.32926 -0.258 -0.266 0.350
C -1.20948 -2.61340 1.97910 0.532 -0.034 -0.094
S -0.81926 -1.83999 0.03812 -1.044 -1.787 1.449
N -0.27114 -3.33957 2.59398 -0.426 0.918 -0.366
C -0.17511 -3.48103 4.05686 -0.218 -0.371 0.680
C 0.91343 -3.88986 1.92752 0.158 -0.057 -0.368
H -4.41253 -1.82346 2.22873 0.262 0.174 -0.170
H -3.41644 -1.54293 0.77612 0.131 -0.138 0.438
H -3.21369 -0.51908 2.24465 -0.105 -0.348 -0.177
H -2.54133 -4.47759 3.26125 -0.096 0.441 0.038
H -3.07840 -3.14213 4.36668 0.001 -0.220 -0.378
H -4.10599 -3.65683 3.01448 0.367 -0.040 0.044
H -1.07579 -3.15488 4.57224 0.215 0.047 -0.148
H -0.01137 -4.54199 4.29343 -0.095 0.327 -0.039
H 0.67692 -2.91268 4.45861 -0.149 -0.133 -0.379
H 0.68116 -4.14458 0.89051 0.114 0.001 0.204
H 1.76080 -3.19015 1.96816 -0.328 -0.220 0.113
H 1.19960 -4.79850 2.47581 -0.113 0.257 -0.330



89
Properties=species:S:1:pos:R:3:forces:R:3 method="wB97M-V/def2-TZVPD" total_charge=-1 orbital_gap_ev="3.45 / 3.52" spin_multiplicity=4 s2=3.759
P -1.27291 -0.40291 -0.96194 1.155 -0.044 0.608
C -0.83311 -0.24277 -2.76603 -0.046 -0.514 0.416
C -1.80448 -0.86986 -3.76392 0.076 0.093 -0.349
C -1.15888 -0.87468 -5.15919 -0.017 0.003 0.050
C -0.68981 0.52152 -5.58920 -0.039 -0.048 0.052
C 0.21426 1.17960 -4.54213 -0.084 -0.113 0.123
C -0.43663 1.18673 -3.15057 0.065 0.055 -0.208
C -2.57241 0.82641 -0.49714 0.104 -0.437 -0.095
C -3.80133 0.82010 -1.40240 -0.239 0.233 0.174
C -4.87910 1.72966 -0.79330 0.050 -0.025 -0.088
C -4.35938 3.15068 -0.53590 0.001 -0.029 -0.037
C -3.05788 3.16592 0.27248 0.022 -0.132 -0.063
C -1.99969 2.24177 -0.33774 0.071 0.044 0.089
C -2.04974 -2.08361 -0.76929 -0.680 0.512 -0.707
C -1.05069 -3.19645 -1.11943 -0.129 -0.099 -0.014
C -1.71473 -4.57663 -1.01157 0.015 0.110 0.062
C -2.34581 -4.81848 0.36500 0.030 0.104 -0.023
C -3.28227 -3.67751 0.77835 0.000 0.117 -0.175
C -2.63659 -2.29464 0.63114 0.169 -0.163 0.159
H 0.10280 -0.83858 -2.79600 -0.367 0.229 -0.021
H -2.75086 -0.30869 -3.78718 0.160 -0.094 -0.047
H -2.04908 -1.90443 -3.48328 0.027 0.236 -0.036
H -1.86442 -1.28158 -5.89285 0.076 0.032 -0.012
H -0.29182 -1.55172 -5.13786 -0.114 0.092 0.022
H -0.15995 0.45246 -6.54578 -0.076 0.022 0.019
H -1.56981 1.15716 -5.75624 0.036 -0.022 0.020
H 1.16116 0.62425 -4.47906 -0.115 0.085 0.006
H 0.45663 2.20454 -4.84478 0.012 -0.100 0.015
H 0.26744 1.59474 -2.40974 -0.258 -0.108 -0.078
H -1.32612 1.83708 -3.16929 0.157 -0.141 -0.051
H -2.87325 0.49022 0.51135 0.092 0.095 -0.218
H -5.21104 1.29080 0.15807 0.035 0.019 -0.089
H -4.19987 -0.19831 -1.52696 0.079 0.193 -0.002
H -3.52601 1.18932 -2.40329 -0.066 -0.053 0.216
H -5.74962 1.75627 -1.45741 -0.037 0.065 0.086
H -5.12594 3.73284 -0.01315 0.001 -0.002 -0.076
H -4.18910 3.64645 -1.50073 0.015 -0.041 0.039
H -2.66082 4.18612 0.33679 -0.072 -0.134 0.028
H -3.26244 2.83227 1.29987 0.027 0.042 -0.096
H -1.10072 2.22368 0.29211 -0.181 -0.045 -0.223
H -1.69108 2.62945 -1.31888 -0.059 -0.019 0.257
H -2.87159 -2.07809 -1.50368 -0.069 -0.527 0.111
H -0.62845 -3.06810 -2.12770 -0.090 0.047 0.319
H -0.18273 -3.15957 -0.43543 -0.260 0.014 -0.145
H -2.49807 -4.64454 -1.77937 0.080 -0.030 0.047
H -0.97281 -5.35520 -1.22797 -0.134 0.052 -0.012
H -1.55301 -4.93444 1.11739 -0.049 0.086 -0.091
H -2.90505 -5.76012 0.35182 0.070 0.003 0.039
H -3.60478 -3.81410 1.81778 -0.026 -0.019 -0.141
H -4.18195 -3.70572 0.14794 0.033 -0.082 0.063
H -3.37475 -1.51891 0.88061 0.182 -0.179 -0.108
H -1.83450 -2.18521 1.37476 -0.212 -0.034 -0.178
Nd 1.22951 -0.77234 0.67506 -0.454 2.558 -1.501
Cl -0.72729 -0.23136 2.46992 -0.126 0.069 0.560
Cl 2.14370 -1.80487 -1.66201 0.229 -0.445 -0.083
C 1.60823 1.41547 -0.16451 0.031 -1.623 0.424
H 2.10130 1.29055 -1.15482 -0.058 0.053 0.307
C 1.67730 2.73849 0.32432 0.034 -0.024 0.030
C 0.98023 3.15811 1.52336 0.358 0.093 -0.341
C 1.05519 4.47117 1.96703 0.306 -0.125 -0.417
C 1.82626 5.42485 1.27151 -0.057 0.026 0.118
C 2.52137 5.04114 0.10701 -0.300 -0.201 0.258
C 2.44842 3.73992 -0.36735 -0.366 0.437 0.539
H 0.39174 2.40230 2.06325 0.226 0.379 -0.213
H 0.50982 4.76752 2.86522 0.108 -0.030 -0.151
H 3.12009 5.78557 -0.42276 -0.113 -0.151 0.071
H 2.97823 3.44593 -1.27367 -0.077 0.046 0.178
H 1.87799 6.44974 1.63709 0.017 -0.162 -0.097
C 2.65948 -0.13812 5.41317 -0.231 0.095 -0.281
N 3.74551 -0.77353 4.65673 0.455 -0.018 0.974
C 4.91014 -1.17840 5.43527 -0.227 0.189 0.374
C 3.57593 -0.94635 3.32135 -2.218 0.865 -1.142
N 2.44668 -0.51481 2.74389 1.501 -0.646 1.574
N 4.45553 -1.54950 2.47949 0.320 -0.067 0.240
C 5.76210 -2.10409 2.74879 0.332 -0.079 0.118
C 4.02301 -1.69035 1.10227 -0.338 0.093 -0.225
H 2.94352 -0.10259 6.46561 -0.064 0.001 -0.196
H 1.71707 -0.70616 5.32135 0.329 0.186 0.033
H 2.47556 0.89333 5.06602 0.069 -0.330 0.130
H 5.06168 -2.26383 5.41015 0.097 0.197 0.014
H 5.81449 -0.63947 5.12946 -0.087 -0.185 0.088
H 4.72174 -0.90923 6.48281 0.084 -0.101 -0.370
H 1.81350 -0.06190 3.40488 0.225 -0.207 -0.434
H 5.76753 -3.17955 2.51914 0.065 0.178 0.044
H 6.51081 -1.60874 2.11312 -0.130 -0.152 0.125
H 6.06128 -1.97218 3.78509 0.024 -0.135 -0.537
H 3.15369 -2.37889 1.03573 0.548 0.123 -0.038
H 3.76601 -0.70281 0.66843 0.212 -0.317 0.064
H 4.82547 -2.12019 0.49954 -0.151 0.057 0.126



95
Properties=species:S:1:pos:R:3:forces:R:3 method="wB97M-V/def2-TZVPD" orbital_gap_ev="6.47 / 6.69" spin_multiplicity=4 s2=3.762
Co 0.13633 -0.71088 -0.24858 -0.012 -0.167 0.331
C 2.44720 -3.00747 0.87438 0.001 -0.049 -0.043
C 2.18199 -1.97809 1.91798 0.081 -0.006 -0.010
C 2.87059 -1.99050 3.13062 -0.011 -0.043 -0.031
C 2.63092 -1.00335 4.06005 -0.032 0.052 -0.005
C 1.67669 -0.03739 3.78003 0.064 -0.063 0.017
C 1.00459 -0.10483 2.57388 -0.142 0.079 -0.010
N 1.27994 -1.03342 1.64753 -0.198 0.085 -0.010
C -0.11169 0.83201 2.25643 0.073 -0.002 -0.003
C -0.65467 1.68852 3.20323 0.041 -0.031 -0.017
C -1.74826 2.45763 2.85497 -0.048 0.012 -0.017
C -2.27711 2.35813 1.58172 0.038 0.007 0.031
C -1.67597 1.49334 0.67778 0.011 0.000 -0.046
N -0.61613 0.76278 1.02277 0.009 0.067 -0.065
C -2.20179 1.27806 -0.69738 0.008 0.011 0.093
C -3.20165 2.08277 -1.21815 -0.034 -0.031 -0.038
C -3.70885 1.77620 -2.47049 -0.002 0.017 0.020
C -3.18858 0.69745 -3.15015 -0.011 -0.047 0.012
C -2.14690 -0.03985 -2.58667 0.003 -0.031 0.006
C -1.52416 -1.16186 -3.34811 0.000 0.019 0.002
N -1.66694 0.25403 -1.37389 0.068 0.046 -0.033
H 3.19112 -3.72599 1.21408 0.017 0.007 -0.017
H 2.80981 -2.52254 -0.03233 -0.005 0.006 -0.050
H 1.52568 -3.52500 0.61033 -0.011 -0.019 0.024
H 3.59419 -2.77190 3.31604 0.004 -0.001 0.007
H 3.17188 -0.98251 4.99670 0.001 -0.002 0.006
H 1.46968 0.74352 4.49447 -0.006 0.003 0.002
H -0.26043 1.72887 4.20579 -0.003 0.009 0.008
H -2.20346 3.11563 3.58312 0.001 0.003 0.000
H -3.15489 2.92262 1.30994 -0.001 0.007 0.012
H -3.57854 2.93206 -0.66976 -0.009 -0.001 -0.001
H -4.49197 2.38092 -2.90835 -0.008 -0.001 0.001
H -3.54920 0.42918 -4.13342 -0.006 0.002 -0.002
H -1.80130 -1.11373 -4.40011 0.006 0.008 -0.008
H -1.83957 -2.11771 -2.93104 -0.014 -0.013 -0.004
H -0.43905 -1.11072 -3.25798 -0.027 0.006 0.029
C -3.53052 -6.03591 0.04053 -0.012 -0.004 -0.014
C -2.14115 -5.67858 0.52377 0.000 -0.001 -0.008
O -2.16298 -4.56606 1.43271 0.009 -0.028 0.035
P -2.13097 -3.03715 0.95454 0.010 0.109 -0.153
S -1.96180 -1.91944 2.53585 0.013 0.006 0.078
S -0.81857 -2.87008 -0.56939 -0.006 -0.274 0.071
O -3.53372 -2.81485 0.19180 -0.041 0.026 -0.013
C -4.74926 -2.60769 0.93092 0.006 -0.031 -0.007
C -5.16908 -1.15974 0.81372 -0.027 0.001 -0.003
H -3.48598 -6.94137 -0.56697 0.002 -0.006 0.001
H -3.94939 -5.23425 -0.56615 0.003 0.001 -0.007
H -4.19448 -6.22098 0.88556 0.002 -0.002 0.008
H -1.47562 -5.45091 -0.31127 -0.004 0.005 0.005
H -1.70312 -6.49707 1.09449 -0.013 -0.002 -0.003
H -4.60668 -2.89157 1.97505 -0.003 0.011 -0.001
H -5.49018 -3.27518 0.48730 -0.004 0.007 0.006
H -4.43230 -0.51981 1.29954 0.019 0.002 0.001
H -6.13822 -1.00712 1.29241 -0.001 0.004 0.008
H -5.25091 -0.87424 -0.23616 0.004 0.007 -0.011
C 4.49996 -1.54844 -3.98324 0.022 -0.001 -0.022
Si 2.76948 -1.91819 -3.33964 0.002 0.030 0.000
C 2.85124 -3.65337 -2.61236 -0.051 0.014 0.054
C 1.63523 -2.06183 -4.83954 0.018 -0.015 -0.040
Ge 1.96782 -0.21884 -1.85942 0.168 0.220 -0.251
Si 3.91629 0.60509 -0.71652 -0.043 -0.003 -0.042
C 5.14788 1.49745 -1.83368 0.005 0.015 -0.010
C 4.96793 -0.71134 0.13477 0.012 -0.041 -0.028
C 3.38389 1.83926 0.61480 0.038 0.013 0.017
Si 1.69051 1.64064 -3.35855 -0.046 0.022 0.092
C 0.07246 1.70059 -4.32551 -0.017 -0.028 -0.012
C 2.99291 1.79424 -4.71332 0.026 -0.004 -0.003
C 1.68954 3.23893 -2.34399 0.027 -0.006 0.018
H 4.82630 -2.35973 -4.64069 0.011 0.005 -0.014
H 5.22220 -1.47078 -3.16769 0.003 -0.005 0.014
H 4.53430 -0.61780 -4.55122 0.006 0.009 -0.002
H 3.07793 -4.35893 -3.41688 -0.006 -0.020 0.005
H 1.89966 -3.94448 -2.16145 -0.003 -0.019 0.014
H 3.63214 -3.75422 -1.85674 0.017 0.009 0.029
H 2.09566 -2.71811 -5.58370 -0.004 -0.002 -0.015
H 1.44997 -1.09506 -5.31225 -0.006 0.007 -0.010
H 0.67115 -2.49545 -4.56749 0.013 -0.016 -0.014
H 5.39570 0.89757 -2.71015 0.032 -0.008 0.000
H 6.07556 1.68254 -1.28462 -0.006 0.025 0.025
H 4.76861 2.45902 -2.18184 -0.019 0.008 -0.024
H 5.23765 -1.52265 -0.54587 0.004 -0.007 -0.002
H 4.48790 -1.14783 1.00892 -0.019 -0.009 0.032
H 5.89420 -0.23519 0.46944 0.016 -0.021 0.016
H 3.26939 2.83789 0.18943 -0.015 0.014 -0.004
H 4.12222 1.89745 1.41973 0.016 0.016 -0.007
H 2.42639 1.56052 1.05654 -0.007 -0.004 0.017
H -0.06261 0.83396 -4.97596 -0.027 -0.006 0.007
H 0.10175 2.59338 -4.95780 -0.007 -0.008 -0.029
H -0.79988 1.78668 -3.67874 0.019 0.032 0.010
H 2.87074 0.99472 -5.44835 0.016 -0.007 -0.003
H 4.01638 1.75939 -4.34350 0.005 0.005 0.005
H 2.85360 2.74506 -5.23662 -0.003 0.005 -0.010
H 1.19181 3.09369 -1.38200 -0.033 0.001 0.000
H 1.16260 4.03282 -2.88014 0.018 0.011 -0.024
H 2.70210 3.59147 -2.13935 0.016 -0.002 0.027